Entry 1:
Entry from OMol25: C38H41N8O2Pb as an isolated structure at a distorted geometry (wB97M-V/def2-TZVPD).

Computed properties:
- charge = +3
- E_tot (eV) = -61311.44355
- 2S+1 = 1
- HOMO (eV) = -15.60

Cartesian coordinates (Å):
Pb (0.05294, 0.65869, -0.27000)
C (-2.95683, -0.60674, 2.75510)
N (-1.66624, 0.03068, 2.84609)
C (-1.70363, 1.44272, 2.57405)
C (-0.59948, -0.60866, 3.32015)
C (-0.74703, -1.81489, 4.05655)
C (0.22460, -2.22863, 4.91851)
C (1.45633, -1.53188, 5.01800)
C (1.71589, -0.48414, 4.19555)
C (0.74673, -0.02898, 3.23436)
N (1.06435, 0.73989, 2.21440)
C (2.20097, 1.50613, 2.20400)
C (2.53613, 2.23996, 3.36690)
C (3.62758, 3.07256, 3.40084)
C (4.46821, 3.13920, 2.29766)
C (4.12058, 2.47820, 1.12924)
C (2.96858, 1.71380, 1.02880)
N (2.61276, 1.10163, -0.23519)
C (3.45841, -0.07021, -0.49362)
C (2.78055, 2.05251, -1.35123)
H (-3.50048, -0.56593, 3.70208)
H (-2.85865, -1.64574, 2.44901)
H (-3.54622, -0.08830, 2.00267)
H (-2.60926, 1.85711, 3.02348)
H (-1.74617, 1.64067, 1.49861)
H (-0.83695, 1.95466, 2.98353)
H (-1.67880, -2.35147, 4.03248)
H (0.05065, -3.08450, 5.55043)
H (2.20497, -1.86361, 5.72263)
H (2.69966, -0.03919, 4.18127)
H (1.87420, 2.18636, 4.22062)
H (3.83618, 3.65696, 4.28183)
H (5.37732, 3.71780, 2.33646)
H (4.78158, 2.56470, 0.28273)
H (4.50326, 0.22309, -0.61590)
H (3.13023, -0.56192, -1.40587)
H (3.39327, -0.77145, 0.33116)
H (3.83079, 2.24246, -1.58260)
H (2.29177, 2.99608, -1.11575)
H (2.32053, 1.62996, -2.24337)
N (-1.41081, 3.32762, -2.32079)
C (-1.12989, 2.21592, -3.08297)
C (-1.68791, 2.21996, -4.37536)
C (-1.45632, 1.16479, -5.22395)
C (-0.63931, 0.12421, -4.77884)
C (-0.14047, 0.18715, -3.50164)
N (-0.38382, 1.19532, -2.64442)
C (-0.86452, 3.91073, -1.19991)
C (-1.03514, 5.30212, -1.08491)
C (-0.48094, 5.97541, -0.02425)
C (0.23722, 5.24288, 0.91840)
C (0.31691, 3.88086, 0.76089)
N (-0.22540, 3.20560, -0.26497)
H (-1.95601, 4.00140, -2.85053)
H (-2.28741, 3.06045, -4.69333)
H (-1.88759, 1.14871, -6.21147)
H (-0.40869, -0.70956, -5.41908)
H (0.48365, -0.60282, -3.11307)
H (-1.57922, 5.83081, -1.84997)
H (-0.59183, 7.04243, 0.06925)
H (0.70580, 5.72731, 1.75542)
H (0.84707, 3.27834, 1.47869)
O (0.89969, -6.38259, -1.79629)
C (1.78673, -5.81533, -0.87283)
C (1.28778, -4.45994, -0.47570)
C (1.92545, -3.67798, 0.48732)
C (1.45333, -2.39913, 0.70932)
N (0.39842, -1.87384, 0.09553)
C (-0.30754, -2.66564, -0.72788)
C (0.13622, -3.94178, -1.05939)
C (-1.60006, -2.14757, -1.20181)
C (-2.53570, -3.00089, -1.78003)
C (-3.77444, -2.51362, -2.16909)
C (-4.76789, -3.40022, -2.87128)
O (-4.39314, -3.41763, -4.22858)
C (-4.03363, -1.16346, -1.95791)
C (-3.05742, -0.38214, -1.37106)
N (-1.87549, -0.85169, -0.98729)
H (1.21830, -7.24734, -2.07810)
H (2.79575, -5.70077, -1.30311)
H (1.89244, -6.44023, 0.02909)
H (2.77993, -4.04658, 1.02964)
H (1.93717, -1.75805, 1.43009)
H (-0.37537, -4.55920, -1.77689)
H (-2.31029, -4.04162, -1.92848)
H (-5.77726, -2.99001, -2.73992)
H (-4.73861, -4.41370, -2.44354)
H (-5.06293, -3.87502, -4.75079)
H (-4.97775, -0.73427, -2.24859)
H (-3.22833, 0.67104, -1.20129)

=====

Entry 2:
Entry from OMol25: C38H42AsF6NO5P2S5SbSiTi as an isolated structure at a distorted geometry (wB97M-V/def2-TZVPD).

Computed properties:
- charge = -1
- E_tot (eV) = -239245.60402
- 2S+1 = 1
- HOMO (eV) = -5.10

Cartesian coordinates (Å):
Ti (0.61695, 0.11307, -0.20508)
C (0.21642, -0.40446, 4.35779)
P (-0.54907, -0.62112, 2.68127)
C (-1.56410, -2.11506, 3.06352)
C (-1.91961, 0.60264, 2.84030)
C (-1.38924, 2.03689, 2.76521)
P (0.05589, 2.21305, 1.59045)
C (-0.40869, 3.78964, 0.76861)
C (1.29894, 2.98220, 2.73775)
H (-0.56017, -0.30511, 5.11891)
H (0.86399, 0.47194, 4.38095)
H (0.82205, -1.28440, 4.58392)
H (-2.02767, -2.01199, 4.04703)
H (-0.95167, -3.01254, 3.03648)
H (-2.32973, -2.21283, 2.29657)
H (-2.46649, 0.42047, 3.76974)
H (-2.59215, 0.40914, 2.00444)
H (-1.05464, 2.36602, 3.75025)
H (-2.17347, 2.71070, 2.42012)
H (-0.59346, 4.54684, 1.53252)
H (-1.29727, 3.65881, 0.15902)
H (0.40420, 4.11942, 0.12046)
H (0.82425, 3.74845, 3.35231)
H (2.08105, 3.44219, 2.13208)
H (1.76861, 2.23516, 3.37767)
S (-3.01302, -4.04781, -2.66747)
Sb (-2.59145, -1.91995, -2.01831)
S (-1.76396, 0.90450, -0.42960)
S (-0.95005, -2.19575, -0.25722)
F (0.90815, 0.19833, -5.60410)
C (1.33688, -0.51281, -4.56754)
F (1.47237, -1.78526, -4.96907)
F (2.53823, -0.09715, -4.20217)
S (0.05723, -0.52410, -3.15944)
O (0.94577, -0.66524, -1.97800)
O (-0.59567, -1.76394, -3.54550)
N (-0.95229, 0.59912, -3.07524)
S (-0.78237, 1.89446, -1.98288)
O (-1.70828, 3.01954, -2.07172)
O (0.55309, 1.78779, -1.22384)
C (0.27893, 2.80555, -3.34608)
F (-0.32876, 3.08121, -4.50641)
F (1.39924, 2.10402, -3.66635)
F (0.72818, 3.98267, -2.85978)
O (1.63819, -1.25730, 0.50932)
As (1.59519, -2.86812, -0.07435)
C (3.48060, -3.33918, 0.38693)
C (3.83524, -4.68797, 0.32334)
C (5.10174, -5.10139, 0.69450)
C (6.03196, -4.17181, 1.14787)
C (5.68282, -2.83449, 1.23012)
C (4.41013, -2.42252, 0.85364)
C (0.94060, -4.15336, 1.24772)
C (1.40237, -3.98146, 2.54827)
C (1.03996, -4.87854, 3.54068)
C (0.22846, -5.95970, 3.22773)
C (-0.22511, -6.13400, 1.92716)
C (0.12134, -5.22769, 0.93563)
C (1.63769, -3.72380, -1.84815)
C (0.50227, -4.28016, -2.40464)
C (0.57098, -4.93457, -3.62559)
C (1.78275, -5.03833, -4.28809)
C (2.92860, -4.49597, -3.72106)
C (2.85976, -3.83700, -2.50569)
H (3.09980, -5.40339, -0.02920)
H (5.37073, -6.14936, 0.64068)
H (7.02392, -4.49242, 1.44136)
H (6.39484, -2.10076, 1.58800)
H (4.14064, -1.37833, 0.91802)
H (2.05420, -3.13959, 2.76252)
H (1.39581, -4.73618, 4.55369)
H (-0.05001, -6.66676, 3.99906)
H (-0.85310, -6.98036, 1.67960)
H (-0.25947, -5.35099, -0.06947)
H (-0.45665, -4.19828, -1.91116)
H (-0.34409, -5.32959, -4.04710)
H (1.83862, -5.52941, -5.25177)
H (3.88269, -4.58261, -4.22651)
H (3.75773, -3.42945, -2.06290)
C (6.33283, 0.03228, -2.85040)
C (5.27700, -0.83635, -2.62822)
C (4.28215, -0.50444, -1.71919)
C (4.30946, 0.69210, -1.00632)
C (5.38556, 1.55048, -1.25000)
C (6.38644, 1.23055, -2.15362)
Si (2.91517, 1.24177, 0.20424)
C (3.74175, 1.06929, 1.93552)
C (3.33370, 0.10031, 2.85555)
C (3.93324, -0.01344, 4.10274)
C (4.95462, 0.85410, 4.46226)
C (5.36543, 1.83557, 3.56983)
C (4.76127, 1.93854, 2.32473)
H (7.10491, -0.22378, -3.56584)
H (5.21956, -1.76548, -3.18250)
H (3.45612, -1.18537, -1.58096)
H (5.43402, 2.49349, -0.71585)
H (7.20447, 1.92162, -2.32022)
H (3.04357, 2.72969, 0.01188)
H (2.52565, -0.57088, 2.58281)
H (3.60683, -0.77975, 4.79721)
H (5.43265, 0.76327, 5.43024)
H (6.15516, 2.52362, 3.84804)
H (5.08455, 2.71491, 1.63915)